Entry 1:
{"formula": "C47H122N4O17", "method": "ωB97M-V/def2-TZVPD", "smiles": "COCCNCCOC.COCCNCCOC.COCCNCCOC.COCCNCCOC.CC(C)O.CC(C)O.CC(C)O.CC(C)O.CC(C)O.CC(C)O.CC(C)O.OCCO", "energy_ev": -91477.0438, "gap_ev": 8.332, "total_charge": 0, "symbols": ["O", "O", "O", "O", "O", "O", "O", "O", "O", "O", "O", "O", "O", "O", "O", "O", "O", "N", "N", "N", "N", "C", "C", "C", "C", "C", "C", "C", "C", "C", "C", "C", "C", "C", "C", "C", "C", "C", "C", "C", "C", "C", "C", "C", "C", "C", "C", "C", "C", "C", "C", "C", "C", "C", "C", "C", "C", "C", "C", "C", "C", "C", "C", "C", "C", "C", "C", "C", "H", "H", "H", "H", "H", "H", "H", "H", "H", "H", "H", "H", "H", "H", "H", "H", "H", "H", "H", "H", "H", "H", "H", "H", "H", "H", "H", "H", "H", "H", "H", "H", "H", "H", "H", "H", "H", "H", "H", "H", "H", "H", "H", "H", "H", "H", "H", "H", "H", "H", "H", "H", "H", "H", "H", "H", "H", "H", "H", "H", "H", "H", "H", "H", "H", "H", "H", "H", "H", "H", "H", "H", "H", "H", "H", "H", "H", "H", "H", "H", "H", "H", "H", "H", "H", "H", "H", "H", "H", "H", "H", "H", "H", "H", "H", "H", "H", "H", "H", "H", "H", "H", "H", "H", "H", "H", "H", "H", "H", "H", "H", "H", "H", "H", "H", "H", "H", "H", "H", "H", "H", "H"], "coordinates": [[2.435, 3.559, 0.550], [2.579, 4.647, 5.319], [2.328, -0.281, 5.813], [0.053, -3.829, -2.683], [-1.486, -0.072, -5.240], [-2.353, 3.491, 0.740], [-4.739, 0.677, 4.794], [-4.107, -0.960, -1.458], [0.150, -2.441, -9.637], [-2.354, 0.559, 0.373], [2.974, -2.007, -2.024], [4.091, -1.948, 0.583], [1.482, 6.239, -0.176], [1.096, -4.751, 5.190], [4.952, 3.529, -0.212], [-1.612, 5.644, 4.679], [-3.194, -3.654, -1.449], [4.517, 0.695, 0.160], [3.309, 1.777, 4.220], [-1.183, -2.212, -7.250], [-1.924, 2.859, 5.533], [-3.264, 2.449, 5.343], [-4.012, -4.657, -2.050], [1.529, -0.841, -3.402], [-5.132, -0.660, 4.896], [1.607, 3.836, -0.556], [-1.722, 4.591, 3.738], [2.261, -5.827, 3.325], [-2.928, 3.993, -1.550], [-0.815, -1.340, 0.062], [-1.062, -2.431, -5.822], [1.206, -4.767, 3.792], [-0.433, 0.680, 1.659], [4.026, -0.327, -3.292], [5.128, 4.579, -1.143], [1.184, -4.669, -2.415], [-0.931, 0.172, 0.317], [-0.134, -5.064, 3.152], [5.985, 2.590, -0.274], [-0.542, -1.282, -9.318], [3.758, 3.069, 3.772], [-3.233, 4.279, -0.095], [-5.496, -0.707, -1.519], [2.456, -1.734, 5.899], [3.573, 0.195, 1.156], [-5.774, 0.464, -2.433], [5.663, 1.453, 0.608], [2.054, 5.656, 4.457], [-6.017, -0.565, -0.077], [-4.236, -4.342, -3.504], [4.108, -3.375, 0.856], [-2.856, 5.822, 5.444], [3.978, -1.123, 1.715], [2.777, -0.724, -2.565], [0.652, -5.639, -1.315], [0.714, 5.041, -0.245], [-3.357, 0.958, 5.048], [1.534, 0.223, 4.770], [-1.934, -1.403, -4.945], [1.895, 1.675, 4.472], [-3.120, 5.830, 0.226], [3.817, 4.177, 4.836], [-1.716, 0.830, -4.187], [-0.410, -1.126, -7.809], [1.589, -5.390, -3.652], [-1.214, 3.322, 4.344], [-3.411, -6.053, -1.721], [0.252, -2.556, -10.993], [-3.802, -1.871, -1.271], [-2.266, -3.802, -1.626], [2.612, 0.151, 0.698], [6.588, 0.809, 0.609], [3.230, -5.718, 3.888], [0.656, -5.562, 5.532], [3.301, 3.234, 0.140], [-3.433, 4.901, 5.552], [6.822, 3.144, 0.193], [-1.791, -1.563, -3.933], [3.278, 3.309, 2.852], [-0.586, 1.801, 1.685], [1.338, 0.005, -4.053], [-5.704, -1.494, 0.472], [3.866, 0.578, -3.866], [-5.173, -1.046, 5.930], [2.074, 6.153, 0.577], [2.013, -4.077, -1.994], [-3.020, -1.424, -5.186], [0.728, -6.017, -3.972], [0.680, -1.140, -7.511], [4.367, 5.308, -0.871], [-3.678, 4.485, -2.252], [-2.344, -5.991, -2.052], [4.335, 3.742, 5.723], [-3.405, 5.964, 1.269], [1.700, -0.364, 3.909], [-0.760, -2.578, -11.546], [3.422, -1.925, -1.147], [-1.191, 0.393, -3.335], [4.988, -1.113, 2.179], [-4.324, -3.266, -3.681], [-0.953, 0.214, 2.515], [0.015, -5.269, 2.077], [-0.453, 0.799, -0.456], [-2.732, 4.561, 3.311], [-3.428, 6.577, 4.869], [-6.005, -1.546, -1.963], [1.431, -6.384, -1.236], [-3.970, 6.267, -0.382], [-1.513, -1.826, 0.734], [-1.101, 4.770, 2.890], [-3.630, 2.964, 4.418], [3.809, -3.853, -0.055], [2.603, -0.055, -1.725], [-3.974, -6.844, -2.273], [-5.357, 1.390, -2.046], [-7.104, -0.441, 0.092], [1.445, 2.254, 5.260], [4.285, -1.105, -4.015], [2.541, -5.974, -3.527], [4.272, 5.087, 4.533], [4.911, -0.140, -2.704], [-0.037, -0.457, -9.792], [-1.070, -1.573, -0.949], [6.125, 5.024, -0.948], [0.338, 4.801, 0.762], [3.506, 0.928, 2.000], [1.308, 6.140, 5.037], [2.206, 4.055, -1.494], [0.291, -3.160, -3.353], [-0.960, -0.260, -7.462], [0.698, -3.468, -11.375], [0.594, -5.013, -0.413], [6.220, 2.311, -1.313], [2.359, -5.825, 2.213], [5.160, -3.724, 1.094], [-1.880, 4.419, -1.727], [-3.878, 2.710, 6.199], [5.548, 1.828, 1.640], [1.871, -6.857, 3.506], [4.822, 0.020, -0.498], [-1.411, 2.321, 6.289], [-4.861, -4.635, -1.402], [-3.357, -4.731, -4.040], [-5.511, 0.278, 0.436], [-6.092, -0.759, 4.419], [-0.065, -2.420, -5.486], [-0.275, -6.200, -1.646], [-1.515, -3.401, -5.624], [-1.186, 2.540, 3.639], [0.603, 0.322, 1.764], [-6.828, 0.623, -2.671], [3.086, -1.986, 6.675], [-2.968, 0.420, 5.886], [1.813, -4.659, -4.427], [-5.040, -4.944, -3.886], [0.833, -1.755, -11.388], [1.654, 5.303, 3.518], [-1.625, -1.260, -9.569], [-2.856, 0.116, -0.302], [-2.462, 2.570, 0.419], [2.952, -2.143, 5.013], [-2.723, 0.718, 4.183], [-4.306, 3.987, 0.101], [4.829, 2.968, 3.414], [5.063, 4.294, -2.199], [3.854, 1.267, 4.904], [-0.159, 3.497, 4.690], [0.141, -1.686, 0.354], [-2.764, 0.900, -3.879], [1.460, -2.213, 6.048], [0.964, 3.010, -0.921], [3.465, -3.574, 1.676], [1.466, -3.803, 3.452], [-5.204, 0.287, -3.366], [-1.293, 1.786, -4.361], [3.286, -1.641, 2.388], [-4.414, -1.313, 4.397], [-0.551, -5.967, 3.534], [-0.925, -4.307, 3.300], [-3.019, 2.960, -1.727], [1.422, 2.029, 3.558], [-2.197, 6.221, -0.057], [-2.492, 6.082, 6.409], [-0.816, -3.090, -7.678], [-3.289, -6.170, -0.673], [0.713, -1.022, -2.748], [-0.192, 5.153, -0.884], [1.653, -1.727, -3.940], [0.464, 0.163, 5.008], [2.833, 6.417, 4.213]]}

---

Entry 2:
{"formula": "C47H123N5O15", "method": "ωB97M-V/def2-TZVPD", "smiles": "COC[C@H](C)N.COC[C@H](C)N.COCCNCCOC.COCCNCCOC.COCCNCCOC.CC(C)O.CC(C)O.CC(C)O.CC(C)O.CC(C)O.CC(C)O.CC(C)O", "energy_ev": -88888.5185, "gap_ev": 8.673, "total_charge": 0, "de_lowest_ev": 1.182, "symbols": ["O", "O", "O", "O", "O", "O", "O", "O", "O", "O", "O", "O", "O", "O", "O", "N", "N", "N", "N", "N", "C", "C", "C", "C", "C", "C", "C", "C", "C", "C", "C", "C", "C", "C", "C", "C", "C", "C", "C", "C", "C", "C", "C", "C", "C", "C", "C", "C", "C", "C", "C", "C", "C", "C", "C", "C", "C", "C", "C", "C", "C", "C", "C", "C", "C", "C", "C", "H", "H", "H", "H", "H", "H", "H", "H", "H", "H", "H", "H", "H", "H", "H", "H", "H", "H", "H", "H", "H", "H", "H", "H", "H", "H", "H", "H", "H", "H", "H", "H", "H", "H", "H", "H", "H", "H", "H", "H", "H", "H", "H", "H", "H", "H", "H", "H", "H", "H", "H", "H", "H", "H", "H", "H", "H", "H", "H", "H", "H", "H", "H", "H", "H", "H", "H", "H", "H", "H", "H", "H", "H", "H", "H", "H", "H", "H", "H", "H", "H", "H", "H", "H", "H", "H", "H", "H", "H", "H", "H", "H", "H", "H", "H", "H", "H", "H", "H", "H", "H", "H", "H", "H", "H", "H", "H", "H", "H", "H", "H", "H", "H", "H", "H", "H", "H", "H", "H", "H", "H", "H", "H"], "coordinates": [[-0.651, 0.824, 1.535], [1.693, -5.049, -4.720], [-2.156, 3.642, -6.543], [0.073, -0.656, -2.512], [2.867, 4.321, 0.087], [-0.423, 3.145, 5.037], [-6.901, 0.859, 2.019], [-2.139, 7.203, -0.003], [-6.514, 3.625, 8.003], [-4.975, -1.942, -1.270], [5.744, -8.262, -3.224], [3.207, -0.575, 4.838], [5.618, -0.572, -3.589], [4.298, -0.494, -0.860], [-1.126, -4.213, 0.201], [1.431, -0.145, -0.082], [2.996, -7.853, -3.949], [-1.592, -1.427, -0.169], [-3.981, 3.078, 6.157], [-4.555, 3.446, 3.211], [-0.856, 1.780, -5.958], [1.265, -4.333, -5.869], [-6.870, -0.515, 1.659], [-2.910, 0.271, -1.341], [-5.874, 2.888, 2.824], [-5.670, 1.399, 2.336], [5.023, -1.809, 1.005], [-6.402, 3.783, 1.713], [-1.720, 3.658, 5.140], [5.355, -7.957, -4.594], [-2.596, 4.835, -0.240], [5.867, -2.913, -3.531], [1.708, 0.424, 1.245], [-5.743, -2.892, -1.986], [-4.675, 2.182, 7.073], [1.178, -6.322, -4.672], [-1.687, 1.650, 2.004], [6.957, -9.027, -3.083], [1.864, -7.113, -3.499], [-7.932, 3.907, 8.013], [3.326, 4.429, -1.245], [0.186, -4.578, 0.523], [4.259, -1.725, -5.190], [2.178, 4.249, -2.225], [1.243, 0.099, -2.542], [1.291, 0.801, -1.167], [0.398, 3.968, 4.285], [-2.564, 2.724, 6.072], [0.820, -0.505, 4.825], [0.375, -3.815, 1.845], [2.154, 0.826, 6.580], [5.545, -1.727, -4.332], [4.041, -7.116, -4.626], [6.620, -0.357, -0.385], [-0.877, 3.851, -4.460], [4.372, 3.335, -1.497], [5.234, -0.493, 0.226], [-0.928, 3.315, -5.905], [2.105, 0.294, 5.087], [-0.665, 5.842, 1.343], [1.062, -3.955, -0.628], [0.624, 1.423, 1.676], [-1.504, 5.909, -0.015], [-2.951, -1.025, -0.560], [-0.227, -1.419, -3.693], [-6.206, 2.526, 7.154], [-3.613, -2.210, -1.227], [3.313, -8.391, -3.155], [-4.255, 4.034, 6.334], [3.771, -6.890, -5.657], [0.832, -2.893, -0.718], [4.214, -0.862, -5.855], [2.131, -0.039, 7.242], [0.133, 5.113, 1.204], [-2.490, 1.687, 5.744], [1.340, 1.491, 6.866], [-3.263, -2.484, -2.222], [1.246, 0.794, -3.382], [-1.205, -3.258, 0.151], [4.045, -1.970, 1.459], [1.288, 4.789, -1.904], [-2.188, 2.640, 7.091], [-6.371, -1.212, 2.333], [3.120, 1.254, 6.849], [6.425, -1.716, -4.975], [2.234, 1.345, -1.223], [-2.657, 7.224, 0.805], [1.789, -3.391, -6.035], [-1.291, 5.585, 2.197], [0.153, 3.898, 3.225], [-8.264, 4.071, 6.989], [4.223, -6.177, -4.103], [0.426, -5.629, 0.685], [6.542, -3.566, -4.084], [7.838, -8.687, -3.627], [7.351, -0.058, 0.367], [5.276, -8.868, -5.188], [-1.520, 1.715, 3.079], [2.119, 1.097, 4.350], [-3.538, -3.071, -0.563], [-1.614, 2.677, 1.646], [4.946, -3.403, -3.215], [2.649, 0.967, 1.329], [-5.481, -3.032, -3.034], [5.085, -0.663, -2.796], [3.724, 5.429, -1.415], [-1.273, -1.713, -3.773], [-5.611, -3.906, -1.607], [2.131, -0.533, -2.558], [4.169, -2.627, -5.795], [-0.057, 6.731, 1.513], [-4.502, 1.116, 6.928], [1.189, -7.892, -3.145], [0.206, -4.094, -5.766], [-5.755, 3.725, 0.837], [0.426, -2.734, 1.714], [-2.176, 0.343, -2.144], [3.991, -0.137, 5.176], [-4.340, 2.246, 8.108], [0.738, 2.209, 0.929], [-1.405, 3.121, -3.846], [0.852, 1.782, 2.680], [-2.127, 3.862, -0.093], [-6.401, 4.836, 1.994], [0.516, 1.542, -0.971], [1.244, -4.191, 2.386], [-0.416, -4.099, 2.539], [5.065, -2.561, 0.216], [3.476, -0.340, -0.388], [-0.773, 5.941, -0.823], [-1.664, 1.298, -5.408], [-2.232, 3.816, 4.191], [2.134, -3.850, -0.457], [1.416, -4.793, -6.846], [6.506, -2.657, -2.686], [0.502, 4.952, 4.744], [-2.672, 1.243, 1.777], [-0.066, 3.708, -6.444], [5.069, 0.333, 0.918], [-3.908, 0.355, -1.771], [-6.549, 2.863, 3.679], [6.828, -10.068, -3.378], [-2.787, 1.109, -0.655], [7.245, -9.069, -2.033], [-6.783, -2.601, -1.834], [-6.738, 1.673, 7.576], [-7.376, 3.365, 1.459], [5.803, -2.069, 1.721], [-4.820, 4.393, 3.439], [-2.991, 4.880, -1.255], [-6.437, -0.613, 0.663], [0.130, -6.069, -4.509], [4.025, 2.322, -1.289], [-7.878, -0.874, 1.455], [-5.086, 1.299, 1.421], [6.611, 0.495, -1.065], [5.159, 3.457, -0.753], [-1.581, 4.603, 5.664], [-0.962, -1.125, -0.898], [6.893, -1.224, -0.986], [3.618, 4.557, 0.636], [1.693, -0.411, 1.946], [2.469, 4.666, -3.189], [-8.232, 4.774, 8.601], [1.822, 3.222, -2.308], [6.102, -7.388, -5.148], [-1.345, 4.816, -4.265], [4.754, 3.415, -2.515], [-0.980, 1.389, -6.967], [-8.521, 3.082, 8.415], [-2.829, 3.688, -5.859], [1.992, -6.563, -2.567], [0.134, 3.842, -4.053], [0.833, -4.458, -1.567], [0.536, -0.558, 0.138], [1.238, -6.864, -5.615], [-3.431, 4.938, 0.454], [3.327, -1.699, -4.625], [-4.312, 3.135, 4.140], [0.906, -1.034, 3.876], [-3.571, -0.968, 0.335], [0.530, -1.294, 5.519], [-1.298, -0.764, 0.535], [-0.013, 0.195, 4.755], [-0.074, -0.741, -4.533], [1.394, 3.528, 4.329], [0.433, -2.283, -3.766], [0.116, 1.421, -5.620], [-6.543, 2.780, 6.149], [-5.276, 0.728, 3.099]]}